# 1
Entry from the OMol25 dataset: a molecular structure, C2CeO3 at a distorted geometry (wB97M-V/def2-TZVPD).

Output
HOMO-LUMO gap (spin up / spin down) in Eh: 0.2384 / 0.3896
F_max in eV Å⁻¹: 2.501
E in eV: -21124.1552
LUMO level (spin up / spin down) in eV: -11.8 / -11.2
Total charge: +2
Spin multiplicity: 3

```
6
Properties=species:S:1:pos:R:3:mulliken_charge:R:1
O -2.10 -1.11 -0.02 -0.13
C -3.18 -1.35 0.23 0.21
O 2.20 0.00 0.32 -0.45
C 1.94 1.22 0.35 0.65
O 0.92 1.75 -0.12 -0.44
Ce 0.22 -0.50 -0.76 2.15
```



# 2
Entry from the OMol25 dataset: 2 unconnected molecules or ions with the total composition C3H5BrO at a distorted geometry (wB97M-V/def2-TZVPD).

Output
HOMO-LUMO gap in Eh: 0.3050
F_max in eV Å⁻¹: 2.742
E in eV: -75277.1094
LUMO level in eV: 0.0

```
10
Properties=species:S:1:pos:R:3:nbo_charge:R:1
C -0.01 -0.55 0.05 0.45
C -3.41 -1.00 0.96 -0.24
C 0.97 0.51 0.07 -0.74
O -1.17 -0.29 0.16 -0.53
Br -4.25 0.12 -0.14 0.12
H 0.33 -1.62 -0.08 0.11
H -3.28 -1.86 0.39 0.08
H 1.37 0.45 1.06 0.25
H 0.40 1.37 0.34 0.24
H 1.71 0.64 -0.77 0.25
```